# 1
A cluster of 14 separate species, C5H35NO15 in total in a non-equilibrium geometry, computed with ωB97M-V/def2-TZVPD.

Each line ends with the natural charge from an NBO analysis.
Atoms and positions in Å:
C  -0.04  -0.56  -0.22  -0.21
C  0.64  0.42  0.70  -0.45
C  2.07  0.10  0.92  -0.19
C  2.73  0.09  2.07  -0.41
N  -1.46  -0.28  -0.43  -0.68
C  -2.27  -1.11  -1.19  0.89
O  -1.63  -1.95  -2.02  -0.70
O  -3.48  -1.07  -1.15  -0.63
H  0.12  -1.61  0.08  0.18
H  0.53  -0.49  -1.19  0.20
H  0.06  0.37  1.65  0.19
H  0.45  1.43  0.32  0.23
H  2.70  0.03  0.02  0.22
H  3.80  -0.01  2.19  0.21
H  2.29  0.20  3.05  0.20
H  -2.01  0.04  0.37  0.43
H  -2.33  -2.40  -2.52  0.52
H  -1.91  0.80  2.03  0.49
H  -3.22  1.40  2.71  0.49
O  -2.49  1.57  2.12  -0.98
H  0.43  -1.76  4.47  0.48
H  1.22  -1.52  3.30  0.51
O  0.40  -1.15  3.73  -0.99
H  -0.27  -4.75  -1.32  0.47
H  -0.77  -3.62  -0.66  0.46
O  -1.15  -4.40  -1.09  -0.93
H  -1.07  1.04  -2.03  0.48
H  -0.81  2.24  -2.91  0.48
O  -0.69  1.28  -2.89  -0.97
H  -0.84  4.23  1.35  0.48
H  -2.07  3.61  2.01  0.48
O  -1.80  4.32  1.41  -0.97
H  1.75  -3.65  2.38  0.49
H  2.69  -2.50  1.99  0.50
O  2.18  -2.87  2.73  -0.95
H  2.06  -0.08  -3.32  0.50
H  3.50  -0.84  -2.98  0.49
O  2.91  -0.09  -2.89  -0.98
H  -1.03  -0.68  3.09  0.52
H  -2.40  -1.64  3.09  0.50
O  -1.98  -0.83  2.81  -1.03
H  0.29  -0.59  -3.30  0.47
H  -0.75  -1.47  -3.87  0.48
O  0.19  -1.31  -3.94  -0.95
H  0.91  3.96  -1.86  0.48
H  0.01  3.03  -0.91  0.47
O  0.62  3.75  -0.96  -0.95
H  1.50  -3.67  -2.90  0.49
H  2.12  -2.39  -2.11  0.49
O  1.97  -3.35  -2.12  -0.98
H  2.20  3.44  1.38  0.48
H  1.20  3.24  2.58  0.47
O  1.44  3.80  1.84  -0.95
H  -3.35  2.09  -1.65  0.51
H  -2.27  3.39  -1.83  0.49
O  -2.89  2.75  -2.17  -0.99

Output
* multiplicity: 1
* strongest force on any atom: 2.5 eV/A
* orbital gap: 0.3767 Eh
* DFT total energy: -1394.814778 Ha
* energy above the lowest of the compared OMol25 structures with the same formula, charge and spin: 93.3 kcal/mol

---

# 2
A cluster of 13 separate species, C5H36N2O13 in total in a non-equilibrium geometry, computed with ωB97M-V/def2-TZVPD.

Each line ends with the natural charge from an NBO analysis.
Atoms and positions in Å:
C  2.08  -0.35  -2.58  -0.07
O  3.20  0.67  -2.45  -0.77
C  1.42  -0.50  -1.21  -0.07
C  0.61  0.80  -0.85  -0.49
C  -0.82  0.64  -1.28  0.22
C  -1.89  0.75  -0.44  -0.62
N  -1.08  0.54  -2.61  -0.79
N  2.38  -0.81  -0.15  -0.89
H  2.66  -1.22  -2.89  0.20
H  1.33  0.12  -3.16  0.18
H  0.62  -1.24  -1.27  0.19
H  1.32  1.68  -1.15  0.24
H  0.56  0.97  0.27  0.24
H  -2.96  0.91  -0.79  0.21
H  -1.91  0.48  0.58  0.18
H  -2.05  0.75  -2.93  0.41
H  -0.34  0.89  -3.26  0.39
H  3.40  0.82  -1.52  0.48
H  1.94  -1.08  0.73  0.40
H  3.08  -1.47  -0.43  0.38
H  -0.31  3.24  -3.39  0.50
H  -1.88  3.41  -3.58  0.49
O  -1.13  2.80  -3.69  -1.00
H  2.02  3.79  -3.81  0.47
H  1.56  2.76  -2.92  0.46
O  1.66  3.70  -2.92  -0.92
H  -2.18  -3.59  -2.49  0.45
H  -2.19  -3.70  -1.10  0.49
O  -2.31  -4.36  -1.86  -0.96
H  -2.91  -1.99  3.01  0.49
H  -2.02  -0.77  2.62  0.52
O  -2.29  -1.69  2.34  -1.01
H  -1.45  -3.06  1.67  0.49
H  -1.94  -4.51  1.40  0.47
O  -1.15  -3.97  1.46  -0.99
H  1.25  1.78  2.51  0.51
H  0.55  3.14  3.24  0.49
O  0.45  2.35  2.75  -1.04
H  3.24  -1.86  3.48  0.48
H  1.71  -1.88  3.62  0.52
O  2.44  -1.32  3.34  -1.00
H  -1.62  5.14  -1.09  0.47
H  -1.45  3.63  -1.08  0.48
O  -1.25  4.43  -1.67  -0.96
H  2.60  0.30  2.86  0.51
H  2.85  0.85  1.40  0.50
O  2.70  1.12  2.34  -0.98
H  -1.35  0.98  2.45  0.49
H  -0.24  0.77  3.47  0.52
O  -1.23  0.54  3.32  -0.98
H  -2.77  -1.98  0.64  0.49
H  -2.34  -1.44  -0.70  0.48
O  -2.88  -2.15  -0.32  -0.98
H  0.40  -3.97  3.16  0.51
H  -0.53  -2.85  3.44  0.49
O  0.43  -3.00  3.49  -0.98

Output
* multiplicity: 1
* strongest force on any atom: 4.3 eV/A
* orbital gap: 0.3122 Eh
* DFT total energy: -1299.652337 Ha
* energy above the lowest of the compared OMol25 structures with the same formula, charge and spin: 128.1 kcal/mol

---

# 3
A cluster of 13 separate species, C5H36NO13 in total in a non-equilibrium geometry, computed with ωB97M-V/def2-TZVPD.

Each line ends with the natural charge from an NBO analysis.
Atoms and positions in Å:
O  1.97  2.51  1.77  -0.71
C  1.95  1.56  0.72  -0.09
C  1.09  0.35  0.98  -0.07
N  1.67  -0.83  1.71  -0.54
C  0.76  -1.98  1.47  -0.25
C  -0.26  -1.53  0.39  -0.41
C  0.40  -0.30  -0.22  -0.41
H  1.15  2.98  1.77  0.49
H  1.65  2.00  -0.24  0.18
H  3.01  1.37  0.62  0.20
H  0.26  0.71  1.60  0.23
H  2.68  -1.06  1.59  0.49
H  1.56  -0.63  2.71  0.45
H  0.37  -2.51  2.31  0.23
H  1.33  -2.73  0.92  0.22
H  -1.23  -1.30  0.83  0.22
H  -0.36  -2.33  -0.33  0.23
H  1.15  -0.57  -0.95  0.22
H  -0.34  0.35  -0.70  0.23
H  -2.55  1.65  -3.29  0.50
H  -2.59  1.70  -4.85  0.48
O  -2.01  1.53  -4.11  -1.00
H  1.02  1.77  4.71  0.49
H  -0.02  0.93  3.95  0.48
O  0.91  1.02  4.15  -0.97
H  -2.38  0.15  3.35  0.48
H  -2.61  0.70  2.04  0.50
O  -1.97  0.85  2.81  -1.02
H  -1.45  3.14  2.03  0.48
H  -1.07  4.50  1.64  0.48
O  -0.81  3.59  1.45  -0.95
H  -2.57  -1.18  -4.00  0.48
H  -1.74  -0.26  -3.18  0.50
O  -2.34  -1.02  -3.08  -0.98
H  -3.97  2.75  -1.71  0.49
H  -4.23  1.15  -1.74  0.52
O  -3.60  1.89  -1.89  -1.00
H  3.55  -0.69  -2.17  0.50
H  4.73  -0.20  -1.47  0.47
O  3.98  -0.73  -1.30  -0.97
H  -3.53  1.12  0.19  0.51
H  -4.01  1.89  1.52  0.49
O  -3.91  1.04  1.07  -0.95
H  4.83  -1.19  0.46  0.50
H  4.61  -2.29  1.23  0.49
O  4.39  -1.35  1.32  -0.95
H  2.21  -2.11  -4.23  0.50
H  1.57  -0.64  -3.87  0.50
O  2.17  -1.36  -3.63  -0.99
H  2.41  -4.32  0.49  0.47
H  2.76  -3.79  -0.88  0.48
O  3.05  -3.78  0.06  -0.94
H  -5.16  -1.16  -0.93  0.50
H  -4.01  -0.83  -1.94  0.51
O  -4.49  -0.53  -1.18  -0.99

Output
* charge: +1
* multiplicity: 1
* strongest force on any atom: 2.9 eV/A
* orbital gap: 0.3821 Eh
* DFT total energy: -1244.769605 Ha
* energy above the lowest of the compared OMol25 structures with the same formula, charge and spin: 57.8 kcal/mol

---

# 4
A cluster of 15 separate species, C5H36O14 in total in a non-equilibrium geometry, computed with ωB97M-V/def2-TZVPD.

Each line ends with the natural charge from an NBO analysis.
Atoms and positions in Å:
C  -2.26  0.18  -0.75  -0.45
C  -1.23  -0.65  -1.07  -0.19
C  0.14  -0.44  -0.59  -0.29
C  1.14  -1.17  -1.06  -0.15
C  2.54  -1.05  -0.56  -0.71
H  -3.25  0.02  -1.06  0.20
H  -2.13  1.08  -0.17  0.17
H  -1.38  -1.53  -1.65  0.23
H  0.27  0.36  0.19  0.20
H  1.03  -2.03  -1.77  0.23
H  2.77  -0.08  0.07  0.24
H  3.28  -1.11  -1.41  0.22
H  2.82  -1.94  0.07  0.25
H  -1.72  2.65  -1.58  0.48
H  -0.22  2.59  -1.70  0.50
O  -0.97  3.08  -1.29  -0.98
H  -1.39  -0.09  3.53  0.50
H  0.03  0.44  3.70  0.52
O  -0.55  -0.36  3.84  -1.02
H  0.81  -2.51  1.23  0.51
H  -0.64  -3.03  1.41  0.50
O  0.23  -3.27  0.91  -1.03
H  1.60  3.29  -1.44  0.51
H  0.92  4.19  -0.43  0.49
O  1.74  3.78  -0.59  -0.96
H  0.72  1.30  -2.99  0.52
H  1.47  1.18  -1.63  0.51
O  1.15  1.79  -2.32  -0.99
H  -2.75  -0.51  1.90  0.49
H  -2.34  0.95  1.79  0.50
O  -2.72  0.26  2.41  -0.97
H  -1.15  -1.70  2.93  0.50
H  -2.10  -2.97  3.11  0.49
O  -1.73  -2.35  2.49  -0.98
H  1.44  1.87  2.30  0.49
H  -0.01  2.15  2.37  0.49
O  0.70  1.82  2.90  -1.00
H  -0.26  -1.47  -3.75  0.47
H  -0.46  -2.88  -3.15  0.49
O  -0.59  -2.38  -3.96  -1.00
H  -0.07  -3.53  -0.69  0.53
H  -0.83  -4.56  -1.63  0.48
O  -0.33  -3.77  -1.66  -1.03
H  1.70  -0.39  1.95  0.48
H  0.68  -1.09  2.87  0.50
O  1.41  -1.24  2.24  -0.97
H  3.45  2.12  1.41  0.49
H  2.21  2.56  0.42  0.52
O  2.59  1.80  1.00  -1.02
H  0.45  0.11  -4.95  0.50
H  -0.89  0.37  -4.43  0.49
O  -0.02  0.24  -4.15  -0.93
H  -1.73  3.50  1.70  0.49
H  -1.10  2.87  0.36  0.51
O  -1.31  2.69  1.34  -1.02

Output
* multiplicity: 1
* strongest force on any atom: 3.5 eV/A
* orbital gap: 0.3196 Eh
* DFT total energy: -1265.452848 Ha
* energy above the lowest of the compared OMol25 structures with the same formula, charge and spin: 61.6 kcal/mol

---

# 5
A cluster of 12 separate species, C5H37N2O11 in total in a non-equilibrium geometry, computed with ωB97M-V/def2-TZVPD.

Each line ends with the natural charge from an NBO analysis.
Atoms and positions in Å:
N  -1.44  -0.27  1.52  -0.70
C  -1.71  0.58  0.32  -0.25
C  -1.27  -0.21  -0.89  -0.25
N  -2.12  -1.41  -0.98  -0.47
C  -1.56  -2.46  -1.84  -0.23
C  -1.96  -3.87  -1.38  -0.63
C  -3.39  -0.97  -1.71  -0.42
H  -0.67  -0.04  2.17  0.49
H  -2.23  -0.15  2.16  0.42
H  -1.46  -1.29  1.36  0.45
H  -2.77  0.87  0.33  0.22
H  -1.07  1.46  0.42  0.27
H  -0.26  -0.59  -0.81  0.22
H  -1.18  0.39  -1.83  0.19
H  -0.44  -2.35  -2.01  0.19
H  -1.86  -2.33  -2.90  0.19
H  -3.00  -3.96  -1.11  0.22
H  -1.51  -4.48  -2.21  0.22
H  -1.43  -4.16  -0.47  0.22
H  -4.02  -1.88  -1.68  0.22
H  -3.18  -0.58  -2.72  0.19
H  -3.85  -0.18  -1.12  0.19
H  5.13  0.40  -0.68  0.47
H  4.03  1.35  -0.92  0.48
O  4.67  0.81  -1.43  -0.96
H  1.83  -2.61  1.20  0.48
H  2.21  -3.18  -0.21  0.48
O  2.55  -2.78  0.59  -0.95
H  1.92  2.12  -2.42  0.49
H  0.61  2.56  -2.81  0.46
O  1.46  2.96  -2.60  -0.94
H  1.91  2.86  3.21  0.50
H  2.22  1.28  3.14  0.51
O  2.15  2.10  2.66  -0.99
H  1.97  -0.32  0.84  0.50
H  1.62  0.99  1.31  0.50
O  1.24  0.08  1.35  -1.01
H  -0.91  2.95  -1.20  0.47
H  0.36  3.52  -0.79  0.51
O  -0.41  3.07  -0.38  -0.97
H  -1.52  1.61  3.36  0.50
H  -1.78  0.45  4.50  0.48
O  -1.15  0.99  4.02  -1.00
H  2.87  3.09  0.78  0.50
H  3.48  3.48  -0.65  0.50
O  3.30  2.76  -0.03  -0.98
H  2.76  -0.75  -3.16  0.48
H  3.23  0.35  -4.11  0.49
O  2.44  -0.06  -3.76  -0.96
H  -2.03  3.78  2.49  0.50
H  -1.02  3.01  1.77  0.50
O  -1.86  2.86  2.23  -0.96
H  0.28  -4.39  2.39  0.48
H  -0.80  -3.60  2.76  0.46
O  -0.41  -3.89  1.92  -0.94

Output
* charge: +1
* multiplicity: 1
* strongest force on any atom: 2.5 eV/A
* orbital gap: 0.3531 Eh
* DFT total energy: -1149.583189 Ha
* energy above the lowest of the compared OMol25 structures with the same formula, charge and spin: 95.5 kcal/mol

---

# 6
A cluster of 12 separate species, C5H37N2O11S in total in a non-equilibrium geometry, computed with ωB97M-V/def2-TZVPD.

Each line ends with the natural charge from an NBO analysis.
Atoms and positions in Å:
C  0.40  -0.38  -1.59  -0.26
N  0.21  -0.27  -0.15  -0.68
C  0.69  0.96  0.51  -0.23
C  -0.43  1.86  1.04  -0.42
C  -0.97  1.42  2.40  -0.53
S  -2.76  1.69  2.54  -0.04
C  -0.55  0.39  -2.52  -0.24
N  -0.13  1.85  -2.65  -0.72
H  1.43  -0.14  -1.85  0.21
H  0.28  -1.43  -1.86  0.24
H  -0.75  -0.51  0.07  0.40
H  1.32  1.52  -0.17  0.19
H  1.33  0.66  1.35  0.21
H  0.00  2.86  1.12  0.23
H  -1.24  1.91  0.30  0.20
H  -0.72  0.38  2.63  0.24
H  -0.46  1.99  3.17  0.23
H  -3.11  0.46  2.92  0.13
H  -1.55  0.36  -2.09  0.23
H  -0.55  -0.06  -3.50  0.23
H  0.90  1.90  -2.59  0.46
H  -0.42  2.26  -3.53  0.43
H  -0.55  2.45  -1.91  0.48
H  -0.92  4.87  -1.02  0.49
H  0.50  4.30  -1.17  0.51
O  -0.43  4.22  -1.51  -1.01
H  3.10  -0.79  -0.12  0.52
H  4.44  -0.54  -0.81  0.50
O  3.57  -0.13  -0.70  -1.01
H  3.51  2.06  -2.82  0.51
H  2.97  1.18  -1.63  0.53
O  2.75  1.95  -2.22  -1.02
H  -0.90  -2.26  3.21  0.51
H  -2.08  -3.12  3.61  0.48
O  -1.88  -2.31  3.13  -0.99
H  1.29  -2.01  2.42  0.51
H  1.22  -2.72  3.81  0.49
O  0.76  -2.08  3.26  -0.99
H  2.14  -2.91  0.53  0.53
H  1.39  -1.54  0.53  0.50
O  2.22  -1.99  0.87  -1.03
H  -2.50  -2.33  1.56  0.51
H  -3.33  -1.52  0.51  0.50
O  -2.76  -2.30  0.62  -1.04
H  -5.16  -0.19  0.28  0.48
H  -4.19  0.34  1.32  0.48
O  -4.21  0.01  0.40  -0.96
H  1.75  -4.79  -1.01  0.48
H  0.39  -4.05  -0.63  0.52
O  1.31  -4.25  -0.34  -1.01
H  -1.80  -3.16  -0.55  0.52
H  -1.76  -4.52  -1.25  0.49
O  -1.24  -3.70  -1.17  -1.00
H  2.51  3.29  -1.19  0.50
H  2.80  4.79  -0.81  0.50
O  2.14  4.08  -0.74  -0.99

Output
* charge: +1
* multiplicity: 1
* strongest force on any atom: 1.2 eV/A
* orbital gap: 0.3369 Eh
* DFT total energy: -1547.892044 Ha
* energy above the lowest of the compared OMol25 structures with the same formula, charge and spin: 0.0 kcal/mol

---

- Number 3 is which compound?
  C5H36NO13

---

- Which of these has the lowest orbital gap?
  C5H36N2O13